[1]
Molecular formula: C7H10
Method: DFT, wB97M-V/def2-TZVPD

Properties
total charge = -1
2S+1 = 2
relative energy (zero: lowest compared OMol25 entry of this formula, charge and spin) = 3.674 eV
M = 94.16 g mol⁻¹
LUMO (alpha / beta) = 4.451 / 4.166 eV
gap between HOMO and LUMO (alpha / beta) = 5.594 / 5.226 eV
⟨S²⟩ = 0.76
electronic energy = -7415.450 eV
maximum force = 0.0487 hartree/bohr
HOMO (alpha / beta) = -1.143 / -1.060 eV

Positions of all 17 atoms, in Å:
C (1.8257, -1.9461, 0.8663)
C (0.3697, -1.8108, 0.8038)
C (1.0030, -1.1493, -0.3623)
C (0.5973, 0.2165, -0.6915)
C (-1.7893, 0.2531, -0.0093)
C (-0.5695, 0.8590, -0.2351)
C (-0.5014, 2.3864, -0.1283)
H (-2.4904, 0.7491, 0.6486)
H (-0.2772, -2.6833, 0.6640)
H (-0.0164, -1.0547, 1.4789)
H (1.1657, -1.8674, -1.1759)
H (2.6788, -2.2653, 0.2860)
H (1.3137, 0.7970, -1.2714)
H (-1.9972, -0.7036, -0.4621)
H (0.0415, 2.6956, 0.7668)
H (-1.5030, 2.7927, -0.2410)
H (0.1489, 2.7310, -0.9376)


[2]
Molecular formula: C7H10
Method: DFT, wB97M-V/def2-TZVPD

Properties
relative energy (zero: lowest compared OMol25 entry of this formula, charge and spin) = 5.413 eV
M = 94.16 g mol⁻¹
LUMO = 0.318 eV
gap between HOMO and LUMO = 8.567 eV
electronic energy = -7415.621 eV
maximum force = 0.0104 hartree/bohr
HOMO = -8.249 eV

Positions of all 17 atoms, in Å:
C (0.4388, -1.4844, -0.0797)
C (0.8979, -0.1416, 0.4845)
C (2.0054, 0.5371, -0.3801)
C (0.0212, 1.0584, 0.5243)
C (-1.0441, 1.0509, -0.5422)
C (-2.1201, 0.4842, 0.2858)
C (-2.9258, 0.0054, 1.0427)
H (1.2507, -2.2194, -0.0348)
H (-0.4056, -1.8711, 0.4994)
H (0.1272, -1.4071, -1.1269)
H (1.3456, -0.2941, 1.4759)
H (2.9444, -0.0194, -0.2931)
H (1.7248, 0.5825, -1.4422)
H (2.1673, 1.5488, -0.0035)
H (-0.8923, 0.4202, -1.4309)
H (-1.3260, 2.0591, -0.8626)
H (-3.6682, -0.4052, 1.6915)


[3]
Molecular formula: C7H10
Method: DFT, wB97M-V/def2-TZVPD

Properties
relative energy (zero: lowest compared OMol25 entry of this formula, charge and spin) = 2.603 eV
M = 94.16 g mol⁻¹
LUMO = 1.113 eV
gap between HOMO and LUMO = 10.887 eV
electronic energy = -7418.432 eV
maximum force = 0.0107 hartree/bohr
HOMO = -9.773 eV

Positions of all 17 atoms, in Å:
C (0.0946, -1.4591, 1.0404)
C (0.8137, -0.1308, 1.0423)
C (1.8403, 0.2133, 0.0056)
C (0.5477, 0.9807, 0.0559)
C (-0.3868, 0.9070, -1.1447)
C (-1.7806, 0.4894, -0.8993)
C (-2.9310, 0.1269, -0.8678)
H (0.6920, -2.2157, 1.5640)
H (-0.8785, -1.3875, 1.5387)
H (-0.0804, -1.8164, 0.0210)
H (1.0537, 0.2292, 2.0418)
H (2.7795, 0.6818, 0.2820)
H (1.9170, -0.4881, -0.8168)
H (0.6031, 1.9723, 0.4960)
H (0.0275, 0.2165, -1.8891)
H (-0.3651, 1.8923, -1.6339)
H (-3.9469, -0.2119, -0.8361)


[4]
Molecular formula: C7H10
Method: DFT, wB97M-V/def2-TZVPD

Properties
relative energy (zero: lowest compared OMol25 entry of this formula, charge and spin) = 3.985 eV
M = 94.16 g mol⁻¹
LUMO (alpha / beta) = 0.680 / 0.686 eV
gap between HOMO and LUMO (alpha / beta) = 8.435 / 8.499 eV
electronic energy = -7417.050 eV
maximum force = 0.0229 hartree/bohr
HOMO (alpha / beta) = -7.755 / -7.813 eV

Positions of all 17 atoms, in Å:
C (1.4567, -0.7921, -0.1606)
C (0.9824, 0.6274, 0.1697)
C (0.0203, 0.9325, -0.9837)
C (-0.9495, -0.2167, -0.6413)
C (-1.4564, 0.1691, 0.7606)
C (-0.0468, 0.2989, 1.2679)
C (0.0345, -1.2845, -0.1590)
H (2.0891, -0.9216, -1.0581)
H (1.9553, -1.2707, 0.6851)
H (1.7607, 1.3556, 0.4055)
H (0.5075, 0.8482, -1.9614)
H (-0.4641, 1.9101, -0.8884)
H (-1.7169, -0.4791, -1.3738)
H (-2.1569, 1.0104, 0.8864)
H (-1.9054, -0.7127, 1.2287)
H (0.1004, 0.8614, 2.2140)
H (-0.2107, -2.3361, -0.3917)


[5]
Molecular formula: C7H10
Method: DFT, wB97M-V/def2-TZVPD

Properties
relative energy (zero: lowest compared OMol25 entry of this formula, charge and spin) = 3.968 eV
M = 94.16 g mol⁻¹
LUMO = 1.161 eV
gap between HOMO and LUMO = 9.678 eV
electronic energy = -7417.066 eV
maximum force = 0.0471 hartree/bohr
HOMO = -8.517 eV

Positions of all 17 atoms, in Å:
C (0.6634, -0.7172, 1.7502)
C (1.5650, -0.6059, 0.5457)
C (0.1643, -0.0726, 0.5043)
C (-0.2967, 1.3768, 0.2657)
C (-1.3679, 0.8195, -0.6710)
C (-0.6285, -0.1723, -1.7470)
C (-0.9381, -0.6068, -0.3964)
H (0.8774, -0.0919, 2.6130)
H (0.2693, -1.7023, 1.9901)
H (2.3852, 0.1081, 0.5944)
H (1.7890, -1.5072, -0.0225)
H (-0.6760, 1.8328, 1.1929)
H (0.3995, 2.0737, -0.2086)
H (-1.7133, 1.2088, -1.6168)
H (0.3676, 0.0839, -2.0788)
H (-1.3107, -0.5499, -2.5183)
H (-1.5494, -1.4774, -0.1971)


[6]
Molecular formula: C7H10
Method: DFT, wB97M-V/def2-TZVPD

Properties
relative energy (zero: lowest compared OMol25 entry of this formula, charge and spin) = 4.756 eV
M = 94.16 g mol⁻¹
LUMO = 1.017 eV
gap between HOMO and LUMO = 9.970 eV
electronic energy = -7416.279 eV
maximum force = 0.1088 hartree/bohr
HOMO = -8.953 eV

Positions of all 17 atoms, in Å:
C (-0.2346, 2.0614, -1.3636)
C (0.0852, 3.3260, -1.2621)
C (-0.2589, 0.7979, -1.4898)
C (-1.0381, -1.4432, 0.4855)
C (-0.2622, -0.4279, -0.1500)
C (-0.6336, -2.4333, 1.5254)
C (1.1648, -0.0099, 0.2978)
H (-0.6096, 4.1044, -1.2156)
H (1.1311, 3.4745, -1.0458)
H (-0.3629, 0.3373, -2.4033)
H (-2.0477, -1.6797, 0.1556)
H (-0.7353, -2.0592, 2.5637)
H (0.3385, -2.7753, 1.3265)
H (-1.1905, -3.4523, 1.3418)
H (1.9027, -0.3934, -0.4531)
H (1.4922, -0.5178, 1.1967)
H (1.2587, 1.0905, 0.4905)


What is the formula in the fourth record?
C7H10


Look up the electronic energy of the fourth one.
-7417.050 eV


Among the records above, which one has the lowest electronic energy?
number 3